[1]
The following is a quantum chemistry calculation of a single C6H10O molecule, from OMol25.

## Properties
energy relative to the best compared isomer or geometry (same formula, charge and spin) = 142.60 kJ/mol
E_HOMO = -10.04 eV
frontier orbital gap = 11.1 eV
largest force on an atom = 1.05 eV/Å
LUMO energy = 1.0 eV

Structure (ORCA input):
```
! wB97M-V def2-TZVPD RIJCOSX def2/J DEFGRID3
* xyz 0 1
C 0.07999 1.02221 0.60051
H -2.27485 -0.55386 1.17686
H -3.06526 0.53581 0.01317
O 2.38400 -0.25106 0.87805
C -0.89120 0.15334 -0.30322
C 1.16553 0.01567 0.22264
H -2.58699 -1.09972 -0.46188
H -0.16724 -1.61533 0.64387
C 0.12580 -0.99424 -0.20573
C 2.42961 0.23482 -0.46703
H 2.82686 1.23960 -0.61048
H -0.91478 0.62616 -1.31041
H 0.33845 -1.63131 -1.06806
C -2.28584 -0.22775 0.13181
H 2.74571 -0.50736 -1.20240
H -0.16811 1.00366 1.67585
H 0.25834 2.04933 0.28647
*
```

=====

[2]
The following is a quantum chemistry calculation of a 2-piece molecular cluster, C6H10O overall, from OMol25.

## Properties
energy relative to the best compared isomer or geometry (same formula, charge and spin) = 446.24 kJ/mol
E_HOMO = -8.49 eV
frontier orbital gap = 9.3 eV
largest force on an atom = 0.32 eV/Å
LUMO energy = 0.9 eV

Structure (ORCA input):
```
! wB97M-V def2-TZVPD RIJCOSX def2/J DEFGRID3
* xyz 0 1
H 0.44604 1.76723 -1.82054
O 0.27583 -2.11187 0.34499
C -1.07832 -0.67731 -1.10799
H -2.07720 -0.57047 -1.53797
H -0.39842 -1.06788 -1.87156
C 0.82857 -1.11219 1.03080
C 0.65991 1.29897 -0.85253
H 0.97344 2.08500 -0.15720
H -1.84037 -2.15243 0.48951
H 2.37453 0.51237 1.88882
C -1.02892 -1.48593 0.19447
H 1.50474 0.61430 -0.98350
C -0.46416 -0.28575 0.96522
H 2.63658 1.18997 2.06968
H -0.84486 0.13306 1.89787
C -0.57310 0.57438 -0.33683
H -1.39427 1.28855 -0.21323
*
```

=====

[3]
The following is a quantum chemistry calculation of a 2-piece molecular cluster, C6H10O overall, from OMol25.

## Properties
energy relative to the best compared isomer or geometry (same formula, charge and spin) = 477.25 kJ/mol
E_HOMO (alpha / beta) = -9.20 / -9.16 eV
frontier orbital gap (alpha / beta) = 8.6 / 8.5 eV
largest force on an atom = 0.29 eV/Å
LUMO energy (alpha / beta) = -0.6 / -0.6 eV

Structure (ORCA input):
```
! wB97M-V def2-TZVPD RIJCOSX def2/J DEFGRID3
* xyz 0 1
C -1.36167 -0.07903 -0.83969
H 1.06194 2.07969 2.17403
C 0.58934 -1.41726 -0.90099
H -1.45168 -0.67185 1.26221
H -1.39181 0.93869 -1.25035
C 0.29583 2.47099 1.47183
C 0.58571 -0.85018 0.49742
O 1.70417 0.01137 0.71250
C -0.77999 -0.13183 0.58849
H -0.67355 0.87949 1.03006
H -0.59533 -1.19292 -2.67782
C -0.42983 -0.96420 -1.62773
H 1.87102 0.47002 -0.12216
H 0.68357 -1.61971 1.26942
H 1.38583 -2.06542 -1.25668
H 0.89752 2.59667 0.54191
H -2.39105 -0.45451 -0.87245
*
```

=====

[4]
The following is a quantum chemistry calculation of a single C6H10O molecule, from OMol25.

## Properties
energy relative to the best compared isomer or geometry (same formula, charge and spin) = 11.78 kJ/mol
E_HOMO = -9.48 eV
frontier orbital gap = 10.4 eV
largest force on an atom = 0.39 eV/Å
LUMO energy = 1.0 eV

Structure (ORCA input):
```
! wB97M-V def2-TZVPD RIJCOSX def2/J DEFGRID3
* xyz 0 1
H -2.14151 0.18754 -0.76133
H 1.28856 1.49417 -1.32633
H -0.09724 -0.36183 -2.25505
H 0.58695 0.00493 2.66005
H -0.85748 -1.75572 1.77814
H -0.73944 -2.21560 -0.59911
O -2.10908 -0.77515 -0.69239
C 0.33014 -0.02483 1.59914
H 0.52520 2.04334 1.20856
C 0.89259 1.10259 0.77326
C 0.25609 -0.39827 -1.21714
H -0.39645 1.63835 -0.88451
C -0.77200 -1.14540 -0.36338
H 1.19173 -0.97133 -1.21525
H 1.98421 1.13961 0.89599
C 0.50521 1.03240 -0.71463
C -0.44749 -0.99479 1.11397
*
```